No. 1
DFT (wB97M-V/def2-TZVPD) results for a 2-piece molecular cluster, C3H7N2 overall at a distorted geometry.

Last column: natural (NBO) charge in e.
Cartesian coordinates (Å):
1 H -2.0388 2.0440 0.2614  0.000
2 H -1.5754 2.4239 -0.2174  0.000
3 C 0.4572 -0.4685 1.1732  -0.044
4 C 1.2871 0.2113 0.3217  -0.044
5 C -0.2503 -0.8278 -0.9049  0.249
6 N -0.4759 -1.0957 0.3849  -0.456
7 N 0.8227 -0.0321 -0.9473  -0.456
8 H 0.4599 -0.5519 2.2600  0.273
9 H 2.1568 0.8381 0.5192  0.273
10 H -0.8284 -1.1880 -1.7559  0.266
11 H -1.2495 -1.6940 0.7267  0.469
12 H 1.2346 0.3408 -1.8217  0.469

Calculated values
Multiplicity   1
Kohn-Sham gap   0.420 Eh
Net charge   +1
Electronic energy   -227.75401 hartree
Lowest unoccupied orbital energy   -3.5 eV

No. 2
DFT (wB97M-V/def2-TZVPD) results for C3H7N2 as an isolated structure at a distorted geometry.

Last column: natural (NBO) charge in e.
Cartesian coordinates (Å):
1 C 1.1895 -0.9835 -0.0407  0.031
2 C 1.0430 0.9970 0.1526  -0.280
3 C 0.1919 -0.0782 -0.5273  0.056
4 N 2.0132 -0.0269 0.2375  -0.201
5 N -1.6699 -0.2057 0.2118  -0.821
6 H 1.2687 -2.0649 -0.1190  0.241
7 H 1.3834 1.8909 -0.4379  0.245
8 H 0.4542 1.3635 0.9829  0.227
9 H -0.0287 -0.2967 -1.5444  0.249
10 H -2.1194 0.3961 -0.3592  0.405
11 H -1.6319 0.2128 1.0806  0.400
12 H -2.0940 -1.2041 0.3631  0.447

Calculated values
Multiplicity   1
Kohn-Sham gap   0.378 Eh
Net charge   +1
Electronic energy   -227.63178 hartree
Lowest unoccupied orbital energy   -5.0 eV

No. 3
DFT (wB97M-V/def2-TZVPD) results for a 2-piece molecular cluster, C3H7N2O overall at a distorted geometry.

Last column: natural (NBO) charge in e.
Cartesian coordinates (Å):
1 C -0.0493 1.6712 1.5769  -0.193
2 C 0.4497 0.4939 1.6693  0.660
3 C -0.2307 -0.4190 -0.9651  -0.165
4 N -1.0890 2.3392 1.8446  -0.499
5 N 0.2039 -1.6009 -0.4352  -0.764
6 O 1.1535 -0.4670 1.7126  -0.489
7 H 0.8973 2.0454 1.1181  0.263
8 H -1.2566 -0.2899 -0.9980  0.207
9 H 0.3741 -0.0306 -1.7406  0.207
10 H -1.2305 3.3425 1.5111  0.393
11 H 0.8356 -2.1368 -1.1048  0.442
12 H -0.3781 -2.4363 -0.1731  0.466
13 H 0.9815 -1.3492 0.3245  0.472

Calculated values
Multiplicity   1
Kohn-Sham gap (alpha / beta)   0.267 / 0.337 Eh
Net charge   +1
Electronic energy   -302.79717 hartree
Lowest unoccupied orbital energy (alpha / beta)   -5.3 / -4.8 eV

No. 4
DFT (wB97M-V/def2-TZVPD) results for an isolated ion of composition C3H7N2O and charge +1 at a distorted geometry.

Last column: natural (NBO) charge in e.
Cartesian coordinates (Å):
1 C 1.8760 -0.6581 -0.3994  0.560
2 C 0.0753 1.0268 0.7019  -0.251
3 C -0.1856 0.9595 -0.7157  -0.239
4 N -0.5028 -1.5175 -0.0356  -0.517
5 N 0.4836 -0.1189 -0.0983  -0.183
6 O 2.8189 -0.2112 0.1521  -0.381
7 H 1.7755 -1.3927 -1.2600  0.204
8 H 0.7174 1.8071 1.1950  0.293
9 H -0.7569 0.9553 1.4211  0.256
10 H -1.0913 0.5944 -1.1946  0.251
11 H 0.2679 1.7077 -1.3873  0.272
12 H -0.1975 -1.9534 0.8058  0.366
13 H -1.3903 -1.1740 0.2965  0.367

Calculated values
Multiplicity   1
Kohn-Sham gap   0.421 Eh
Net charge   +1
Electronic energy   -302.85933 hartree
SMILES string   N[N+]1(C=O)CC1
Lowest unoccupied orbital energy   -4.9 eV

No. 5
DFT (wB97M-V/def2-TZVPD) results for an isolated ion of composition C3H7N2O2 and charge -1 at a distorted geometry.

Last column: natural (NBO) charge in e.
Cartesian coordinates (Å):
1 O -1.0794 -1.5822 1.7269  -0.596
2 C -0.2070 -1.2499 0.9921  0.701
3 N 0.1686 -2.1481 -0.1369  -0.888
4 C 0.5662 0.0833 0.9851  -0.364
5 N 0.4983 0.5825 -0.4537  -0.720
6 C -0.6381 1.4633 -0.9633  0.136
7 O -0.6540 2.6799 -0.4322  -0.938
8 H 0.7828 -1.6177 -0.8280  0.390
9 H -0.5681 -2.4220 -0.6083  0.352
10 H 1.5776 -0.0346 1.4127  0.206
11 H -0.0946 0.8032 1.6564  0.219
12 H 1.4750 1.0621 -0.5375  0.341
13 H -1.5130 0.8809 -0.7610  0.088
14 H -0.3142 1.4994 -2.0523  0.073

Calculated values
Multiplicity   1
Kohn-Sham gap   0.249 Eh
Net charge   -1
Electronic energy   -378.47421 hartree
SMILES string   NC(=O)CNC[O-]
Lowest unoccupied orbital energy   4.0 eV

No. 6
DFT (wB97M-V/def2-TZVPD) results for an isolated ion of composition C3H7N2O2 and charge +1 at a distorted geometry.

Last column: natural (NBO) charge in e.
Cartesian coordinates (Å):
1 C -0.8258 -1.0268 -0.4893  0.343
2 C -1.7498 0.8468 0.2990  0.072
3 C 2.5032 0.0553 0.1282  -0.244
4 N 0.2401 -0.0295 -0.2293  0.138
5 N -1.9341 -0.5367 -0.2103  -0.501
6 O -0.4749 1.1833 -0.0599  -0.333
7 O 1.4348 -0.0242 -0.7891  -0.301
8 H -0.3820 -2.0264 -0.6289  0.283
9 H -2.3646 1.6370 -0.2117  0.232
10 H -1.9431 1.0122 1.3585  0.208
11 H 3.2949 -0.6362 -0.3553  0.223
12 H 2.1395 -0.3244 0.9771  0.186
13 H 2.8107 1.0915 0.1877  0.210
14 H -2.7489 -1.2221 0.0232  0.482

Calculated values
Multiplicity   1
Kohn-Sham gap   0.343 Eh
Net charge   +1
Electronic energy   -378.05397 hartree
SMILES string   CON1C=[NH+]CO1
Lowest unoccupied orbital energy   -4.6 eV

No. 7
DFT (wB97M-V/def2-TZVPD) results for an isolated ion of composition C3H7N2O2 and charge +1 at a distorted geometry.

Last column: natural (NBO) charge in e.
Cartesian coordinates (Å):
1 C 1.0049 1.0407 -0.0119  0.232
2 C -1.2847 0.3921 -0.1365  -0.332
3 C -0.8610 -0.8636 0.4850  0.500
4 N 1.3561 -0.1342 0.1931  -0.160
5 N -0.2760 1.4042 -0.0161  -0.578
6 O -0.9531 -1.9872 -0.1538  -0.527
7 O 2.6239 -0.5669 -0.0788  -0.514
8 H 1.8408 1.5586 -0.4489  0.228
9 H -1.6532 0.0905 -1.1406  0.206
10 H -2.2147 0.8117 0.3927  0.291
11 H -0.9086 -0.8552 1.4909  0.205
12 H -0.3972 2.3656 0.1194  0.435
13 H -1.1068 -1.8619 -1.0609  0.508
14 H 2.8298 -1.3945 0.3665  0.505

Calculated values
Multiplicity   1
Kohn-Sham gap   0.310 Eh
Net charge   +1
Electronic energy   -378.11030 hartree
Lowest unoccupied orbital energy   -5.3 eV

No. 8
DFT (wB97M-V/def2-TZVPD) results for a 2-piece molecular cluster, C3H7N2O2 overall at a distorted geometry.

Last column: natural (NBO) charge in e.
Cartesian coordinates (Å):
1 C -0.0961 -1.1736 1.5826  0.265
2 C -0.4763 0.4787 -2.4599  0.969
3 C -0.2796 1.8022 -2.2575  -0.902
4 N 0.5743 -2.0183 2.4069  -0.802
5 N 0.4909 -0.3705 0.7495  -0.133
6 O -0.7051 -0.6099 -2.6783  -0.268
7 O -0.0612 0.4396 -0.0751  -0.698
8 H -1.1704 -1.2576 1.3558  0.226
9 H 0.2562 2.1354 -1.2266  0.408
10 H -1.3292 2.1478 -1.9834  0.352
11 H 0.1427 2.4482 -3.0842  0.341
12 H -0.1447 -2.6840 2.8069  0.433
13 H 1.5814 -1.9799 2.6736  0.441
14 H 1.4739 -0.2768 0.6928  0.368

Calculated values
Multiplicity   1
Kohn-Sham gap (alpha / beta)   0.287 / 0.287 Eh
Net charge   +1
Electronic energy   -378.12096 hartree
Lowest unoccupied orbital energy (alpha / beta)   -4.1 / -4.1 eV

No. 9
DFT (wB97M-V/def2-TZVPD) results for a 2-piece molecular cluster, C3H7N2OP overall at a distorted geometry.

Last column: natural (NBO) charge in e.
Cartesian coordinates (Å):
1 C -0.9692 -0.8421 1.9432  0.070
2 C -0.4216 0.2023 1.2084  -0.432
3 C -0.1551 -1.0064 -1.3050  -1.064
4 N 0.2708 -0.9630 1.7610  -0.313
5 N 1.4584 1.1010 -0.8214  -1.189
6 O -1.0635 1.6939 -1.0324  -1.081
7 P -0.1706 0.6087 -0.5796  2.066
8 H -1.8508 -1.2812 2.4927  0.235
9 H -0.1665 1.5571 1.9484  0.114
10 H 0.0949 -0.9751 -2.4796  0.281
11 H 0.4724 -1.5601 -0.6284  0.255
12 H -1.2661 -1.2949 -1.3096  0.254
13 H 2.1723 0.6047 -0.3828  0.388
14 H 1.5945 2.1551 -0.8149  0.417

Calculated values
Multiplicity   1
Kohn-Sham gap   0.370 Eh
Net charge   0
Electronic energy   -644.51423 hartree
Lowest unoccupied orbital energy   0.5 eV

No. 10
DFT (wB97M-V/def2-TZVPD) results for an isolated ion of composition C3H7N2OS and charge +1 at a distorted geometry.

Last column: natural (NBO) charge in e.
Cartesian coordinates (Å):
1 C 0.9218 0.0908 0.3682  0.419
2 C -2.3551 0.1568 0.2315  0.152
3 C 2.3471 -0.0280 -0.3440  -0.660
4 N -0.0818 -0.3654 -0.5161  -0.305
5 N 0.7190 0.5140 1.5323  -0.671
6 O -1.5095 -0.4586 -0.5326  -0.245
7 S -3.9949 0.0451 0.0751  0.337
8 H -2.0694 0.8116 1.0604  0.264
9 H 3.0328 0.4592 0.3714  0.248
10 H 2.3801 0.5029 -1.2717  0.241
11 H 2.6112 -1.0330 -0.4381  0.239
12 H 0.2594 -0.7613 -1.3408  0.407
13 H 1.6686 0.6186 2.0194  0.380
14 H -3.9292 -0.5527 -1.2151  0.194

Calculated values
Multiplicity   1
Kohn-Sham gap   0.309 Eh
Net charge   +1
Electronic energy   -701.05533 hartree
Lowest unoccupied orbital energy   -5.5 eV

For reference, ΔE to the lowest compared entry with this formula, charge and spin by record: 0.9; 321.8; 637.6; 474.4; 272.8; 524.7; 376.8; 348.8; 144.0; 444.8 kJ/mol.